1.
# C53H49Br2CsN6O2P2Se2Te2

A structure of composition C53H49Br2CsN6O2P2Se2Te2 in a non-equilibrium geometry (the ωB97M-V functional and the def2-TZVPD basis, OMol25).

CARTESIAN COORDINATES (ANGSTROEM)
Cs 1.488926 -2.121356 2.099583
O 4.464054 5.351432 1.846420
C 3.776630 4.213149 1.578322
C 3.387176 3.866898 0.285577
C 2.690288 2.687684 0.110458
N 2.367336 1.858678 1.102219
C 2.756224 2.209870 2.310142
Br 2.344166 0.998240 3.714830
C 3.453938 3.365197 2.623000
H 4.623077 5.816054 1.018826
H 3.633672 4.502698 -0.556769
H 2.371507 2.376228 -0.876538
H 3.738017 3.595183 3.639502
C -0.487494 -1.532002 -1.653039
C -1.547142 -0.587582 -1.041768
P -1.039340 1.193025 -1.025151
C -1.794873 1.932479 -2.548401
C -2.549887 1.263286 -3.507198
C -2.977949 1.912807 -4.656395
C -2.666663 3.247059 -4.868886
C -1.932015 3.933844 -3.911350
C -1.497351 3.279465 -2.771087
C -2.267211 1.922413 0.142708
C -3.574430 1.462831 0.278776
C -4.451034 2.082539 1.155576
C -4.036705 3.171046 1.910739
C -2.737646 3.639362 1.781921
C -1.860567 3.017935 0.904472
C -0.127662 -1.149966 -3.091971
P 1.395478 -1.895317 -3.875945
C 0.904899 -1.400781 -5.594489
C 0.817097 -2.390394 -6.568547
C 0.363512 -2.090769 -7.848244
C -0.006084 -0.793779 -8.167678
C 0.090509 0.206207 -7.207531
C 0.544531 -0.095098 -5.933723
C 2.650987 -0.579579 -3.564944
C 2.925939 -0.138354 -2.271373
C 3.983676 0.725618 -2.025039
C 4.765747 1.194019 -3.068666
C 4.499423 0.771583 -4.363234
C 3.470700 -0.126725 -4.603044
H -0.888183 -2.548304 -1.647620
H 0.382690 -1.581131 -0.993520
H -1.695424 -0.860128 0.008140
H -2.505524 -0.705204 -1.555009
H -2.799688 0.219041 -3.376705
H -3.552445 1.368149 -5.395994
H -2.992064 3.746959 -5.772765
H -1.691907 4.979817 -4.062237
H -0.911306 3.816567 -2.031324
H -3.912976 0.610880 -0.298617
H -5.465070 1.713089 1.249943
H -4.718608 3.646750 2.604674
H -2.401087 4.483892 2.371643
H -0.841908 3.376076 0.817155
H -0.018712 -0.068368 -3.192460
H -0.949375 -1.458470 -3.743994
H 1.100943 -3.405170 -6.314691
H 0.293473 -2.872436 -8.595217
H -0.379485 -0.562378 -9.158387
H -0.191845 1.224578 -7.449557
H 0.619478 0.697019 -5.196940
H 2.332913 -0.484093 -1.436142
H 4.207465 1.016950 -1.007472
H 5.599076 1.858636 -2.871621
H 5.107869 1.127699 -5.186741
H 3.300320 -0.475520 -5.613839
Se 4.392445 -6.783754 0.606261
Te 2.744755 -6.074676 -1.116035
Te 0.708262 -5.157701 0.428482
Se -0.764861 -5.107268 -1.556320
Br 1.740954 3.840349 6.840961
C 0.287916 2.618067 7.056226
C 0.496371 1.264680 6.847198
C -0.563965 0.389400 6.978008
C -1.850574 0.841896 7.338213
C -2.014059 2.221338 7.554544
C -0.960937 3.103742 7.405720
N -2.898331 0.002295 7.655692
N -3.079328 -1.155941 7.157709
C -2.539204 -1.593183 5.995973
C -2.509360 -3.002217 5.847211
C -1.784428 -3.628123 4.876532
C -1.028655 -2.902708 3.903216
O -0.226278 -3.452559 3.125538
C -1.267750 -1.444715 3.882766
N -0.785140 -0.763970 2.830357
C -1.040796 0.520807 2.718432
C -1.821589 1.227026 3.632788
C -2.309278 0.552573 4.725614
C -2.012215 -0.809617 4.904614
H 1.476006 0.897947 6.570525
H -0.406842 -0.669410 6.817907
H -2.996245 2.584385 7.831151
H -1.101079 4.164715 7.564990
H -3.022961 -3.576809 6.609545
H -1.723786 -4.708023 4.837133
H -0.622287 1.016005 1.847279
H -2.047846 2.272786 3.468963
H -2.951896 1.058365 5.432277
C -4.464402 -4.177549 -1.394058
C -4.482195 -2.815061 -0.696738
C -3.844554 -2.851502 0.614469
N -3.364067 -2.866389 1.657337
H -4.915310 -4.092121 -2.384635
H -5.021087 -4.913018 -0.813945
H -3.439116 -4.536801 -1.504004
H -5.507676 -2.466223 -0.554105
H -3.951766 -2.075570 -1.301069
C 6.531598 -2.488207 -1.391459
C 5.761280 -3.558354 -0.611770
C 4.569208 -3.028114 0.018352
N 3.645769 -2.577133 0.532296
H 7.482504 -2.896141 -1.735353
H 6.733531 -1.616587 -0.766166
H 5.961470 -2.157167 -2.259016
H 6.360016 -4.011706 0.176959
H 5.445693 -4.378086 -1.259328

Cartesian forces (eV/Å) of the 6 atoms listed first:
Cs 2.069 1.276 -0.677
O 0.016 -0.003 0.082
C -0.131 -0.151 -0.239
C 0.083 0.067 0.154
C -0.248 0.074 -0.129
N 0.021 -0.064 0.223

The molar mass comes out at 1569.8 g/mol. Its gap between HOMO and LUMO is 0.1144 Eh. For the LUMO energy, the calculation gives 2.765 eV. The value obtained for the energy above the lowest of the compared OMol25 structures with the same formula, charge and spin is 1.2746 eV. Its net charge is -2.

=====

2.
# C26H31F4O5S

A cluster of 2 separate species, C26H31F4O5S in total in a non-equilibrium geometry (the ωB97M-V functional and the def2-TZVPD basis, OMol25).

CARTESIAN COORDINATES (ANGSTROEM)
C -4.677641 0.975104 -3.090556
C -3.960634 1.302130 -1.777192
C -3.653499 2.798352 -1.778528
C -4.910905 0.992020 -0.615683
C -2.671375 0.461615 -1.619173
C -1.483471 0.998160 -1.203763
C -0.263997 0.245727 -1.135254
C 0.963905 0.847582 -0.760437
C 2.180909 0.467743 -1.455572
F 3.170608 1.430724 -1.332908
F 2.754270 -0.732254 -1.021900
F 1.985740 0.290351 -2.815372
C -0.334821 -1.148185 -1.484390
C -1.513312 -1.794428 -1.739761
C -1.596726 -3.332390 -1.878199
C -2.377019 -3.912275 -0.689490
C -0.204622 -3.960706 -1.897316
C -2.312700 -3.727533 -3.173874
C -2.758376 -1.004373 -1.766100
O -3.874136 -1.574966 -1.855391
H -4.952099 -0.081453 -3.117947
H -5.587712 1.580646 -3.170626
H -4.027354 1.199765 -3.942731
H -3.206119 3.119873 -0.832640
H -2.981574 3.053183 -2.606511
H -4.586497 3.359046 -1.915433
H -4.429104 1.222849 0.341253
H -5.822206 1.593662 -0.710809
H -5.176424 -0.069007 -0.634181
H -1.406429 2.057761 -0.939033
H 0.974625 1.781240 -0.224164
H 0.613369 -1.692263 -1.474569
H -3.396607 -3.514926 -0.686654
H -2.416729 -5.005670 -0.767326
H -1.884491 -3.641127 0.252359
H 0.381058 -3.575808 -2.740599
H 0.330977 -3.768565 -0.960603
H -0.295099 -5.047345 -2.016333
H -1.764651 -3.335290 -4.038065
H -2.359454 -4.820905 -3.250321
H -3.329328 -3.325949 -3.177036
C 0.619265 4.399727 4.572623
C 0.045093 3.227911 3.821269
O 1.096209 2.774323 2.926205
C 0.761007 1.670731 2.202927
C 2.007413 1.026393 1.674794
F 1.876412 -0.314269 1.597637
S 3.501313 1.469521 2.693349
C 4.714521 0.233929 2.233045
C 5.469230 -0.408687 3.215924
C 6.326429 -1.442189 2.830913
C 6.415670 -1.815100 1.484769
C 5.686398 -1.124403 0.513750
C 4.867615 -0.062382 0.890265
O 3.935275 2.764816 2.230020
O 3.207368 1.183392 4.079988
O -0.366054 1.229866 2.032227
H -0.156759 4.856193 5.189462
H 1.425055 4.074781 5.239667
H 1.012394 5.160030 3.890519
H -0.225683 2.418445 4.513957
H -0.831477 3.514532 3.226277
H 5.378247 -0.102907 4.256847
H 6.922972 -1.949569 3.588930
H 7.070633 -2.633707 1.184028
H 5.754757 -1.394955 -0.539106
H 4.346363 0.531484 0.152574

Cartesian forces (eV/Å) of the 6 atoms listed first:
C 0.079 -0.205 -0.137
C 0.288 -0.173 0.101
C 0.038 0.074 0.015
C 0.031 -0.169 0.176
C 0.442 0.591 0.336
C -0.918 0.373 0.296

The molar mass comes out at 531.6 g/mol. Its gap between HOMO and LUMO is 0.2001 Eh. For the LUMO energy, the calculation gives 1.347 eV. Its net charge is -1.

=====

3.
# C60H52AuN2OP3

A structure of composition C60H52AuN2OP3 (the ωB97M-V functional and the def2-TZVPD basis, OMol25).

CARTESIAN COORDINATES (ANGSTROEM)
Au 0.562535 -0.269023 -0.290261
C 2.936504 -5.136997 5.861093
C 3.570065 -4.985024 4.633933
C 3.108135 -4.042641 3.732036
C 1.990808 -3.254748 4.024438
C 1.373824 -3.406526 5.262687
C 1.846842 -4.341668 6.175378
P 1.536677 -1.977872 2.802140
C -0.071531 -1.297086 3.390580
C -0.128492 0.194851 3.308041
C -2.200730 0.837592 3.416859
C -3.011127 -0.396874 3.682492
C -2.518230 -1.618435 3.905035
C -1.124369 -2.054215 3.721943
C 0.885122 -2.947681 1.371817
C 0.850335 -4.344761 1.351153
C 0.390833 -5.044048 0.243266
C -0.068625 -4.358691 -0.868683
C -0.084151 -2.970758 -0.862308
C 0.396525 -2.295751 0.247902
H 3.298613 -5.867889 6.571337
H 4.428423 -5.595807 4.387280
H 3.620227 -3.921729 2.783759
H 0.526897 -2.789655 5.530669
H 1.358954 -4.446121 7.135223
H 0.869736 0.613685 3.193739
H -2.818905 1.731944 3.391378
H -4.080563 -0.256011 3.794459
H -3.219329 -2.403536 4.161716
H -0.976431 -3.129948 3.776837
H 1.192216 -4.891465 2.220459
H 0.389101 -6.125796 0.256481
H -0.432634 -4.891442 -1.737298
H -0.490184 -2.440465 -1.716159
C -3.886765 4.913256 -2.933369
C -2.820390 4.608249 -1.870899
C -2.633070 5.828871 -0.954043
C -1.493048 4.291667 -2.553110
C -0.948136 5.097326 -3.551274
C 0.255366 4.783101 -4.167822
C 0.947761 3.633380 -3.815421
C 0.446543 2.813508 -2.810019
P 1.062135 1.153289 -2.408864
C 0.251381 0.144487 -3.690031
C -0.972103 -0.448022 -3.376987
C -1.686064 -1.143332 -4.339600
C -1.184692 -1.248486 -5.629644
C 0.021618 -0.645383 -5.954307
C 0.735063 0.056101 -4.993300
C 2.826606 1.177494 -2.802678
C 3.439136 0.016321 -3.280112
C 4.799370 0.001360 -3.542462
C 5.562516 1.142530 -3.322324
C 4.966739 2.287379 -2.814711
C 3.604219 2.303894 -2.545751
C -0.750628 3.179618 -2.208483
O -1.148201 2.313661 -1.229864
C -2.417486 2.360556 -0.751930
C -2.744075 1.294355 0.071659
C -4.007293 1.284328 0.664467
C -4.886133 2.325288 0.421317
C -4.517306 3.374512 -0.410819
C -3.268197 3.421378 -1.021189
P -1.587327 -0.018730 0.600838
C -2.631119 -1.486871 0.338922
C -2.518407 -2.695907 1.023835
C -3.291732 -3.785642 0.670426
C -4.169404 -3.705235 -0.402070
C -4.261098 -2.526289 -1.122939
C -3.503409 -1.423549 -0.756264
C -1.143740 0.762994 2.264127
C -0.997251 0.855765 4.415314
C -0.583364 2.214113 4.877171
C -0.283535 3.232275 4.075306
C -0.255380 3.146871 2.618195
C -0.614918 2.125256 1.837169
H -3.606811 5.780862 -3.529011
H -4.843254 5.146031 -2.467433
H -4.025972 4.065629 -3.604865
H -2.305958 6.692726 -1.533880
H -1.886099 5.631453 -0.183414
H -3.572055 6.086282 -0.462457
H -1.473479 5.992079 -3.858755
H 0.646473 5.429038 -4.941356
H 1.860461 3.375144 -4.335951
H -1.378383 -0.358644 -2.376704
H -2.631121 -1.604555 -4.082724
H -1.737352 -1.792543 -6.383710
H 0.408529 -0.715679 -6.961953
H 1.666032 0.534696 -5.268202
H 2.852689 -0.876592 -3.459834
H 5.261512 -0.894477 -3.935879
H 6.620493 1.138893 -3.550067
H 5.558018 3.176226 -2.638284
H 3.150849 3.204942 -2.151905
H -4.310390 0.460974 1.299133
H -5.864048 2.320943 0.882424
H -5.219668 4.181290 -0.575028
H -1.803664 -2.806645 1.819539
H -3.195099 -4.707530 1.228451
H -4.773772 -4.559145 -0.677650
H -4.936166 -2.450276 -1.965060
H -3.611722 -0.512469 -1.327263
H -1.158213 0.202368 5.268854
H -0.562944 2.369580 5.949064
H -0.011966 4.184506 4.511605
H 0.141854 4.015489 2.104701
H -0.418587 2.266650 0.783844
C 6.017039 -0.185846 0.099368
N 4.954254 -1.193794 0.166034
C 5.285023 -2.547438 0.621714
C 3.723810 -0.877395 -0.076179
N 2.624615 -0.599919 -0.298014
H 6.424783 -0.017844 1.095772
H 5.610653 0.741300 -0.294745
H 6.803871 -0.539703 -0.565479
H 5.704533 -2.504234 1.626527
H 6.008470 -2.991697 -0.060756
H 4.381510 -3.151818 0.631648

Cartesian forces (eV/Å) of the 6 atoms listed first:
Au 0.221 -0.110 -0.264
C 0.000 -0.001 0.007
C -0.007 -0.012 0.011
C -0.010 0.019 -0.008
C 0.006 -0.022 -0.013
C -0.013 0.016 0.030

The molar mass comes out at 1107.0 g/mol. Its gap between HOMO and LUMO is 0.2338 Eh. For the LUMO energy, the calculation gives -6.063 eV. The value obtained for the energy above the lowest of the compared OMol25 structures with the same formula, charge and spin is 0.8242 eV. Its net charge is +2.

=====

4.
# C18H51N4O5

A structure of composition C18H51N4O5 in a non-equilibrium geometry (the ωB97M-V functional and the def2-TZVPD basis, OMol25).

CARTESIAN COORDINATES (ANGSTROEM)
O 15.305190 0.542580 -1.257520
H 15.727550 -0.250700 -1.640710
C 18.019800 0.857030 -1.413280
C 17.525570 1.496560 -2.700010
O 18.308300 1.664120 -3.619620
N 15.960490 1.596730 -2.822570
H 15.563480 0.992170 -2.117600
H 15.571280 2.519880 -2.694430
C 15.600690 1.270960 -4.173560
H 19.089840 1.063950 -1.396360
H 17.790330 -0.200130 -1.279590
H 17.612890 1.358480 -0.535170
H 15.857980 0.233720 -4.388090
H 15.829860 2.183540 -4.723820
H 14.559540 1.215430 -3.855740
C 12.986720 -1.910960 0.071190
N 13.594680 -2.848700 -0.982280
C 14.344950 -4.019890 -0.395010
C 12.327900 -3.383290 -1.734770
C 14.446000 -2.173070 -1.962890
C 15.895880 -1.739550 -1.593660
O 15.909390 -0.873710 -0.425470
H 12.560190 -2.410470 0.941060
H 12.266940 -1.194880 -0.325340
H 13.815040 -1.477700 0.631800
H 14.945300 -4.431410 -1.206380
H 13.583100 -4.690800 0.001930
H 14.967340 -3.626990 0.408960
H 11.922210 -2.687300 -2.469010
H 11.573360 -3.933720 -1.172810
H 12.717950 -4.201790 -2.339760
H 13.777250 -1.338690 -2.174280
H 14.449720 -2.717790 -2.907000
H 16.209350 -1.216450 -2.497100
H 16.438940 -2.665510 -1.404500
H 15.854010 0.028550 -0.748680
C 15.770500 0.353460 3.975300
N 15.973370 0.300180 2.378210
C 16.929340 -0.815340 2.072460
C 14.564210 -0.080110 1.790820
C 16.535030 1.676490 1.906890
C 16.699940 1.773980 0.386920
O 15.464770 1.911050 -0.201870
H 15.023000 -0.402640 4.215410
H 15.305790 1.318500 4.177360
H 16.748650 0.335160 4.455920
H 16.787170 -1.555390 2.859990
H 17.954800 -0.487350 2.242650
H 16.773470 -1.227290 1.075410
H 13.793560 0.682360 1.904170
H 14.147770 -0.982710 2.238020
H 14.735370 -0.220190 0.723490
H 17.512870 1.828540 2.363860
H 15.841600 2.416920 2.305650
H 17.204050 0.922190 -0.069610
H 17.274470 2.632360 0.038780
H 15.368520 1.341130 -0.968360
C 11.533470 3.516990 -0.191620
N 12.263610 2.153420 -0.365670
C 13.322560 2.133660 0.772540
C 11.220420 1.058680 -0.190900
C 12.973180 1.952950 -1.804010
C 13.187070 0.500970 -2.343450
O 13.736300 -0.283900 -1.301810
H 10.958410 3.523010 0.734320
H 10.885660 3.634170 -1.060360
H 12.194580 4.383620 -0.193320
H 12.859940 2.514060 1.683240
H 14.183950 2.779360 0.601730
H 13.766200 1.150060 0.926820
H 10.378810 1.232050 -0.861530
H 10.913000 1.238660 0.839240
H 11.697920 0.079110 -0.168150
H 13.897430 2.512570 -1.660180
H 12.374410 2.506470 -2.527330
H 13.790290 0.573040 -3.248460
H 12.230650 0.127340 -2.709190
H 14.685500 -0.151670 -1.357800

Cartesian forces (eV/Å) of the 6 atoms listed first:
O 1.646 -3.095 -13.564
H 1.713 -0.881 -5.443
C 2.779 0.400 -4.409
C 2.928 -1.267 -1.147
O -3.373 0.533 1.734
N 6.708 5.305 -6.298

The molar mass comes out at 403.6 g/mol. Its gap between HOMO and LUMO is 0.3580 Eh. For the LUMO energy, the calculation gives -7.907 eV. Its net charge is +3.

=====

Q: Which value of LUMO energy does entry 3 give?
A: -6.063 eV

=====

Q: The highest LUMO energy belongs to which entry?
A: C53H49Br2CsN6O2P2Se2Te2

=====

Q: Which of these has the highest LUMO energy?
A: C53H49Br2CsN6O2P2Se2Te2

=====

Q: Among the records above, which one has the highest net charge?
A: C18H51N4O5